Record 1
Formula: C33H36F6Ge2N5O7S2SiTi
Source: the Open Molecules 2025 dataset
Level of theory: ωB97M-V/def2-TZVPD

Each line ends with the Löwdin charge.
Cartesian coordinates (Å):
Ge1 2.745 0.176 -1.406  0.92
Ge2 4.415 1.053 0.148  0.75
Ti1 -0.516 0.307 -0.029  0.95
S1 0.648 0.311 3.083  0.72
S2 -0.764 -2.615 1.659  0.81
Si1 0.536 3.408 -0.723  0.33
F1 1.737 -2.277 4.875  0.11
F2 -2.393 -2.970 3.742  0.06
F3 3.378 -2.921 3.586  0.11
F4 3.534 -1.045 4.685  0.10
F5 -3.367 -1.860 2.151  0.11
F6 -3.090 -3.991 1.963  0.08
O1 -0.582 -3.884 0.934  -0.48
O2 -3.650 2.652 -1.461  0.00
O3 0.646 0.967 1.725  -0.59
O4 -1.116 -1.509 0.688  -0.58
O5 -2.886 0.894 -3.534  0.03
O6 1.030 1.276 4.128  -0.47
O7 0.545 1.774 -0.774  -0.48
N1 -2.083 0.896 -1.326  0.04
N2 2.125 -1.674 0.685  0.14
N3 -0.444 -1.143 -1.983  0.07
N4 -1.942 1.128 1.290  0.03
N5 -1.100 0.122 3.244  -0.12
C1 -0.295 -3.275 -3.049  -0.05
C2 2.957 -1.723 -3.637  -0.11
C3 1.047 2.313 -4.727  -0.07
C4 -2.516 -2.854 2.395  -0.70
C5 3.663 2.342 1.417  -0.22
C6 2.354 1.293 -2.973  -0.32
C7 -3.746 2.671 2.761  -0.11
C8 5.181 -0.427 1.203  -0.25
C9 0.130 4.074 0.990  -0.14
C10 3.420 -2.830 -4.336  -0.10
C11 -2.211 0.478 -2.594  -0.48
C12 -2.859 1.772 3.407  -0.06
C13 2.240 4.081 -1.227  -0.16
C14 1.716 -0.845 -0.017  -0.41
C15 4.943 -3.313 -2.547  -0.10
C16 0.068 -2.373 -2.065  -0.13
C17 1.124 1.562 -3.562  -0.10
C18 -1.806 -1.631 -3.883  0.00
C19 -1.979 1.037 2.631  -0.38
C20 2.702 -1.877 4.060  -0.44
C21 2.201 2.810 -5.318  -0.10
C22 -0.706 4.108 -1.958  -0.15
C23 4.418 -3.627 -3.793  -0.11
C24 -2.852 1.961 0.652  -0.21
C25 5.923 1.905 -0.798  -0.27
C26 -1.231 -2.883 -3.992  -0.06
C27 3.468 -1.396 -2.381  -0.29
C28 3.507 1.777 -3.586  -0.13
C29 -3.735 2.768 1.400  -0.05
C30 3.436 2.539 -4.745  -0.10
C31 -1.418 -0.805 -2.836  -0.18
C32 4.465 -2.212 -1.849  -0.10
C33 -2.925 1.915 -0.785  -0.46
H1 0.794 -2.650 -1.313  0.09
H2 -4.396 3.424 0.851  0.10
H3 -2.835 1.674 4.483  0.09
H4 4.345 2.922 -5.193  0.09
H5 6.656 2.215 -0.049  0.01
H6 -1.287 0.078 4.239  0.08
H7 5.599 2.788 -1.349  0.00
H8 0.723 4.968 1.209  0.02
H9 -1.530 -3.558 -4.786  0.10
H10 -4.421 3.279 3.352  0.08
H11 2.183 -1.107 -4.081  0.10
H12 -1.617 4.447 -1.461  0.02
H13 2.291 4.250 -2.306  0.02
H14 0.216 1.220 -3.091  0.08
H15 2.994 -3.071 -5.302  0.10
H16 4.484 1.565 -3.162  0.08
H17 4.782 -4.491 -4.337  0.09
H18 -1.024 3.356 -2.683  0.02
H19 -0.928 4.339 1.059  0.02
H20 0.331 3.332 1.764  0.01
H21 3.879 3.362 1.100  0.01
H22 -2.576 -1.266 -4.547  0.11
H23 0.155 -4.258 -3.055  0.11
H24 2.584 2.222 1.516  -0.01
H25 6.156 -0.715 0.806  0.01
H26 4.112 2.168 2.397  0.02
H27 6.409 1.216 -1.492  0.01
H28 2.423 5.034 -0.721  0.03
H29 2.137 3.411 -6.217  0.09
H30 5.307 -0.074 2.227  0.01
H31 3.056 3.406 -0.966  -0.02
H32 4.871 -2.003 -0.867  0.07
H33 5.717 -3.932 -2.109  0.09
H34 -0.271 4.949 -2.508  0.02
H35 4.528 -1.299 1.232  -0.02
H36 0.075 2.519 -5.156  0.11

Values from the calculation:
* E_HOMO (spin up / spin down): 0.174 / -2.876 eV
* multiplicity: 4
* total charge: -2
* LUMO energy (spin up / spin down): 4.06 / 4.05 eV
* <S²>: 3.77
* calculated total energy: -238594.720 eV
* HOMO-LUMO gap (spin up / spin down): 3.887 / 6.929 eV
* ΔE to the lowest compared entry with this formula, charge and spin: 50.89 kJ/mol


Record 2
Formula: C18H34Cl14MgO4
Source: the Open Molecules 2025 dataset
Level of theory: ωB97M-V/def2-TZVPD

Each line ends with the Löwdin charge.
Cartesian coordinates (Å):
Cl1 0.289 1.019 -5.258  0.55
Cl2 0.435 5.881 1.219  0.55
Cl3 -1.886 4.388 4.526  0.57
Cl4 3.773 4.415 0.296  0.53
Cl5 -4.196 3.953 0.027  0.52
Cl6 4.069 -2.655 5.281  0.55
Cl7 -2.981 0.352 -3.612  0.58
Cl8 2.996 -6.048 -0.632  0.57
Cl9 -1.932 5.416 -1.694  0.54
Cl10 4.812 2.631 3.030  0.55
Cl11 1.301 2.719 -2.445  0.60
Cl12 0.425 -4.074 -1.299  0.72
Cl13 -2.169 -3.879 -3.432  0.58
Cl14 1.333 -4.633 5.797  0.56
Mg1 0.105 -3.105 0.750  0.69
O1 0.448 -1.568 2.050  -0.07
O2 0.165 -1.347 -0.108  -0.12
O3 -1.821 -3.522 0.514  -0.24
O4 -4.076 -3.762 0.358  0.04
C1 -3.061 -2.338 -3.545  -0.64
C2 2.141 -5.946 -2.190  -0.65
C3 2.536 -2.675 4.361  -0.68
C4 -2.104 -1.173 -3.314  -0.65
C5 -3.398 3.147 -1.377  -0.66
C6 -0.343 5.756 2.817  -0.67
C7 -0.243 0.618 1.148  0.03
C8 -2.006 3.641 -1.542  -0.70
C9 -3.276 -1.587 0.731  -0.01
C10 -0.912 4.384 3.038  -0.69
C11 3.251 2.472 2.171  -0.66
C12 0.703 -5.700 -1.990  -0.56
C13 3.413 2.712 0.692  -0.67
C14 1.392 -2.945 5.259  -0.69
C15 -3.094 -3.051 0.511  -0.64
C16 2.115 1.368 -3.280  -0.64
C17 0.190 -0.798 1.055  -0.63
C18 1.955 1.469 -4.773  -0.63
H1 0.282 6.047 3.654  0.08
H2 4.155 2.091 0.202  0.07
H3 -1.676 -1.216 -2.317  0.05
H4 2.536 0.716 -5.287  0.06
H5 -4.017 3.265 -2.252  0.07
H6 1.442 -2.305 6.134  0.07
H7 2.617 -5.210 -2.824  0.08
H8 -1.529 4.074 2.194  0.05
H9 -3.389 2.118 -1.029  0.04
H10 -4.321 -1.305 0.690  0.08
H11 -0.164 3.604 3.150  0.05
H12 -3.952 -2.323 -2.928  0.08
H13 0.192 -6.443 -1.390  0.10
H14 2.807 1.500 2.381  0.06
H15 -1.346 3.345 -0.733  0.04
H16 -1.336 0.656 1.169  0.09
H17 0.202 1.190 1.947  0.07
H18 2.593 3.217 2.620  0.05
H19 2.216 2.485 -5.044  0.07
H20 2.621 -3.414 3.574  0.06
H21 0.195 -5.692 -2.954  0.07
H22 2.267 -6.925 -2.647  0.08
H23 -2.725 -1.062 -0.065  0.07
H24 0.443 -2.738 4.771  0.07
H25 -3.396 -2.259 -4.580  0.06
H26 -2.853 -1.227 1.672  0.08
H27 2.449 -1.675 3.958  0.06
H28 2.472 2.548 0.167  0.01
H29 -1.350 -1.229 -4.089  0.03
H30 -1.206 6.420 2.792  0.07
H31 -0.008 1.085 0.190  0.08
H32 1.821 0.428 -2.816  0.07
H33 3.168 1.472 -2.998  0.07
H34 -1.563 3.229 -2.448  0.03

Values from the calculation:
* E_HOMO: -9.167 eV
* LUMO energy: -0.76 eV
* calculated total energy: -208170.812 eV
* HOMO-LUMO gap: 8.407 eV
* ΔE to the lowest compared entry with this formula, charge and spin: 12.06 kJ/mol


Record 3
Formula: C3H8N2S
Source: the Open Molecules 2025 dataset
Level of theory: ωB97M-V/def2-TZVPD

Each line ends with the natural charge from an NBO analysis.
Cartesian coordinates (Å):
S1 -2.673 -0.437 -0.335  -0.07
N1 0.855 -1.130 0.173  -0.23
N2 2.039 -0.842 -0.280  -0.66
C1 0.096 -0.190 0.279  0.18
C2 0.216 1.357 -0.052  -0.70
C3 -1.288 -0.507 0.839  -0.56
H1 -1.576 0.420 1.551  0.22
H2 0.118 1.120 -1.190  0.26
H3 -2.005 -0.753 -1.546  0.13
H4 -0.337 2.049 0.576  0.25
H5 2.346 0.396 -0.400  0.34
H6 2.447 -1.609 -0.863  0.39
H7 -1.555 -1.580 1.293  0.25
H8 1.318 1.706 -0.046  0.20

Values from the calculation:
* E_HOMO: -8.406 eV
* LUMO energy: 0.75 eV
* calculated total energy: -17052.104 eV
* HOMO-LUMO gap: 9.153 eV
* ΔE to the lowest compared entry with this formula, charge and spin: 446.39 kJ/mol